[1]
Entry from the OMol25 dataset: the molecule CHNOS in a non-equilibrium geometry (ωB97M-V/def2-TZVPD).

```
5
Properties=species:S:1:pos:R:3:forces:R:3:mulliken_charge:R:1
O -0.883 -1.501 0.131 -0.50 -2.32 0.23 -0.3416
C -0.378 -0.480 -0.027 -0.50 2.07 0.27 0.5069
N 0.622 0.282 -0.395 1.46 0.93 0.08 -0.3351
S -0.847 1.320 0.112 0.52 -0.37 -0.16 -0.1312
H 1.485 0.379 0.179 -0.98 -0.30 -0.42 0.3010
```
Forces are in eV/Å.

Summary:
Net charge: 0
Orbital gap (hartree): 0.3383
SMILES string: O=C1NS1
Energy above the lowest of the compared OMol25 structures with the same formula, charge and spin (kJ/mol): 5.0

***

[2]
Entry from the OMol25 dataset: the molecule CHNOS2 in a non-equilibrium geometry (ωB97M-V/def2-TZVPD).

```
6
Properties=species:S:1:pos:R:3:forces:R:3:mulliken_charge:R:1
C 1.114 -0.712 -0.073 1.26 -0.03 -0.75 0.6426
N -0.002 -0.997 0.279 -1.62 -0.02 0.91 -0.3810
O 2.172 -0.493 -0.468 0.61 0.09 -0.02 -0.3336
S -1.000 0.402 0.658 -0.75 -1.16 -0.43 0.1413
S -0.306 1.944 -0.220 0.06 0.64 -0.22 -0.2856
H -1.979 -0.144 -0.175 0.44 0.48 0.52 0.2164
```
Forces are in eV/Å.

Summary:
Net charge: 0
Orbital gap (hartree): 0.3324
Energy above the lowest of the compared OMol25 structures with the same formula, charge and spin (kJ/mol): 0.0

***

[3]
Entry from the OMol25 dataset: the molecule CHNP2S2 in a non-equilibrium geometry (ωB97M-V/def2-TZVPD).

```
7
Properties=species:S:1:pos:R:3:forces:R:3:mulliken_charge:R:1
C -0.302 -0.502 0.204 -3.88 -2.45 -1.80 0.3726
N -1.451 -1.022 -0.205 4.16 1.25 1.41 -0.5581
P 1.105 -1.594 -0.254 -0.76 -0.05 0.36 0.0666
P 0.572 1.147 0.895 0.13 -1.02 -1.65 0.2107
S 2.302 0.005 -0.087 0.89 1.46 0.73 -0.1600
S 0.136 2.586 -0.372 -0.08 -0.23 0.53 -0.1764
H -2.362 -0.620 -0.182 -0.47 1.04 0.42 0.2447
```
Forces are in eV/Å.

Summary:
Net charge: 0
Spin multiplicity: 3
Orbital gap (alpha / beta) (hartree): 0.2717 / 0.2350
Expectation value of S²: 2.022
Energy above the lowest of the compared OMol25 structures with the same formula, charge and spin (kJ/mol): 7.2

***

[4]
Entry from the OMol25 dataset: the ion CHO2 with charge -1 in a non-equilibrium geometry (ωB97M-V/def2-TZVPD).

```
4
Properties=species:S:1:pos:R:3:forces:R:3:mulliken_charge:R:1
O -0.433 0.107 -1.199 -0.05 1.22 0.84 -0.6815
C 0.005 0.009 -0.017 -1.19 0.95 -1.36 0.0559
O 0.521 -0.984 0.448 1.40 -1.97 1.64 -0.5947
H -0.094 0.869 0.769 -0.16 -0.20 -1.13 0.2203
```
Forces are in eV/Å.

Summary:
Net charge: -1
Orbital gap (hartree): 0.3200
SMILES string: O=C[O-]
Energy above the lowest of the compared OMol25 structures with the same formula, charge and spin (kJ/mol): 12.0

***

[5]
Entry from the OMol25 dataset: a structure of composition CHO3PS in a non-equilibrium geometry (ωB97M-V/def2-TZVPD).

```
7
Properties=species:S:1:pos:R:3:forces:R:3:mulliken_charge:R:1
C -0.892 -0.657 -0.150 2.44 -3.06 -0.37 0.6347
O 0.259 -0.136 -0.569 1.27 1.55 -0.43 -0.5873
O -1.802 0.095 0.413 -2.01 1.69 1.07 -0.4478
O -1.109 -1.865 -0.205 0.01 1.51 -0.23 -0.5585
P 2.338 0.522 -0.996 -2.52 -0.51 2.42 0.6437
S 2.893 1.047 0.727 -0.14 -0.38 -1.56 -0.0220
H -1.688 0.995 0.779 0.94 -0.80 -0.90 0.3373
```
Forces are in eV/Å.

Summary:
Net charge: 0
Orbital gap (hartree): 0.2327
Energy above the lowest of the compared OMol25 structures with the same formula, charge and spin (kJ/mol): 190.6

***

[6]
Entry from the OMol25 dataset: a cluster of 2 separate species, CHOP in total in a non-equilibrium geometry (ωB97M-V/def2-TZVPD).

```
4
Properties=species:S:1:pos:R:3:forces:R:3:mulliken_charge:R:1
C 0.200 -0.168 0.136 3.15 1.42 -2.12 0.0784
O -0.499 0.983 0.041 1.13 -0.51 0.28 -0.3180
P -1.385 -0.664 0.058 0.52 -0.63 0.29 -0.0440
H 1.683 -0.151 -0.235 -4.80 -0.27 1.55 0.2836
```
Forces are in eV/Å.

Summary:
Net charge: 0
Orbital gap (hartree): 0.2794
Energy above the lowest of the compared OMol25 structures with the same formula, charge and spin (kJ/mol): 346.4

***

[7]
Entry from the OMol25 dataset: a structure of composition CI3NO2 in a non-equilibrium geometry (ωB97M-V/def2-TZVPD).

```
7
Properties=species:S:1:pos:R:3:forces:R:3:mulliken_charge:R:1
C -0.549 0.024 0.119 -0.96 -2.31 1.64 -0.6309
N 0.755 0.287 -0.391 2.93 1.00 -0.59 0.8478
O 1.112 -0.209 -1.431 -0.33 -0.26 -0.57 -0.4927
O 1.484 0.956 0.308 0.12 0.50 0.30 -0.4759
I 0.262 -1.935 1.350 -0.95 1.21 -0.60 0.1630
I -1.249 1.489 1.433 -0.17 -0.07 -0.03 0.2947
I -1.816 -0.612 -1.388 -0.65 -0.07 -0.16 0.2942
```
Forces are in eV/Å.

Summary:
Net charge: 0
Orbital gap (hartree): 0.2753
Energy above the lowest of the compared OMol25 structures with the same formula, charge and spin (kJ/mol): 7.1

***

[8]
Entry from the OMol25 dataset: a structure of composition CI3O3S in a non-equilibrium geometry (ωB97M-V/def2-TZVPD).

```
8
Properties=species:S:1:pos:R:3:forces:R:3:mulliken_charge:R:1
C -1.059 -0.236 0.179 1.92 1.89 -0.55 -0.8215
O 1.475 -0.547 -1.458 -0.22 -0.80 -0.97 -0.5184
O 2.024 -0.686 0.941 -1.14 0.44 -0.84 -0.5501
O 1.479 1.483 -0.121 -0.34 -1.45 0.31 -0.5307
S 1.364 0.021 -0.158 -0.15 1.19 1.70 1.1648
I -1.621 -0.505 2.191 0.02 -0.44 0.18 0.1101
I -1.591 1.863 -0.317 -0.18 -0.30 0.09 0.0247
I -2.073 -1.393 -1.258 0.09 -0.54 0.07 0.1210
```
Forces are in eV/Å.

Summary:
Net charge: -1
Orbital gap (hartree): 0.2730
Energy above the lowest of the compared OMol25 structures with the same formula, charge and spin (kJ/mol): 185.0

***

[9]
Entry from the OMol25 dataset: a structure of composition CInNO5S2 in a non-equilibrium geometry (ωB97M-V/def2-TZVPD).

```
10
Properties=species:S:1:pos:R:3:forces:R:3:mulliken_charge:R:1
In -0.806 -0.090 0.697 -1.95 -0.99 1.14 1.0235
N 2.342 0.769 -0.513 -1.17 1.34 0.18 -0.1773
S 1.381 1.917 -0.265 1.18 -1.08 0.48 0.5327
O 0.268 1.619 0.715 1.32 1.84 -0.37 -0.4041
S 1.847 -0.995 -0.535 2.48 -2.14 -0.77 0.6814
O 0.776 -1.155 0.554 3.73 -1.48 0.04 -0.4323
O 3.087 -1.750 -0.261 -2.44 1.51 0.07 -0.4842
O -3.711 -0.768 -0.633 3.27 -0.04 1.74 -0.5527
C -2.679 -0.413 -0.045 -5.51 -0.48 -2.48 0.2724
O -2.505 0.867 0.286 -0.92 1.52 -0.03 -0.4595
```
Forces are in eV/Å.

Summary:
Net charge: 0
Orbital gap (hartree): 0.2013

***

[10]
Entry from the OMol25 dataset: the molecule CN2O in a non-equilibrium geometry (ωB97M-V/def2-TZVPD).

```
4
Properties=species:S:1:pos:R:3:forces:R:3:mulliken_charge:R:1
N 0.662 -1.163 -1.030 -0.98 1.63 2.05 -0.2736
C 0.262 -0.449 -0.190 2.00 -3.33 -3.25 0.4987
N -0.098 0.397 0.822 0.91 -0.75 1.50 -0.0184
O -0.826 1.215 0.398 -1.93 2.45 -0.30 -0.2067
```
Forces are in eV/Å.

Summary:
Net charge: 0
Orbital gap (hartree): 0.3330
SMILES string: N#CN=O
Energy above the lowest of the compared OMol25 structures with the same formula, charge and spin (kJ/mol): 77.5

***

[11]
Entry from the OMol25 dataset: a cluster of 2 separate species, CN2O2S in total in a non-equilibrium geometry (ωB97M-V/def2-TZVPD).

```
6
Properties=species:S:1:pos:R:3:forces:R:3:mulliken_charge:R:1
C -1.122 1.037 -0.382 0.84 -1.22 0.40 0.2298
N -0.175 0.531 0.145 0.27 0.07 0.10 0.3006
N 1.185 -1.997 -0.076 0.32 0.92 0.54 0.3057
O 0.830 0.488 0.906 -0.08 0.68 0.16 -0.5374
O 1.721 -1.300 0.602 -0.40 -1.07 -0.65 0.0327
S -2.439 1.242 -1.196 -0.94 0.61 -0.55 -0.3314
```
Forces are in eV/Å.

Summary:
Net charge: 0
Orbital gap (alpha / beta) (hartree): 0.2711 / 0.1725
Energy above the lowest of the compared OMol25 structures with the same formula, charge and spin (kJ/mol): 652.7

***

[12]
Entry from the OMol25 dataset: a cluster of 2 separate species, CN2O3S in total in a non-equilibrium geometry (ωB97M-V/def2-TZVPD).

```
7
Properties=species:S:1:pos:R:3:forces:R:3:mulliken_charge:R:1
C -1.391 0.489 0.252 -1.03 1.75 -0.26 0.3410
N -1.779 1.594 0.167 0.98 -2.36 0.25 -0.3389
N 1.555 0.189 0.105 -0.89 -0.30 -0.50 0.7033
O 2.278 0.213 1.033 0.51 0.25 0.05 -0.4034
O 1.542 0.593 -1.013 0.45 0.04 0.43 -0.3267
O -1.225 -1.837 -0.907 -0.51 -1.16 -2.62 -0.3457
S -0.979 -1.242 0.364 0.49 1.79 2.66 0.3704
```
Forces are in eV/Å.

Summary:
Net charge: 0
Orbital gap (alpha / beta) (hartree): 0.3079 / 0.3036
Energy above the lowest of the compared OMol25 structures with the same formula, charge and spin (kJ/mol): 152.9